Entry 1:
Molecular formula: C33H36BN6P2RuS2
Method: DFT, ωB97M-V/def2-TZVPD

Atoms and positions in Å:
Ru1 -0.18166 0.65183 -0.89052
C1 -1.44706 -9.14610 3.46049
C2 -1.85655 -7.88401 2.81671
N1 -3.11046 -7.53572 2.54964
N2 -3.02954 -6.34354 1.99283
C3 -1.76738 -5.87285 1.88091
S1 -1.30830 -4.40382 1.25530
N3 -1.01828 -6.89204 2.41706
N4 0.36624 -6.82871 2.52159
H1 -2.29795 -9.82196 3.48556
H2 -1.12090 -8.96141 4.48681
H3 -0.62582 -9.61425 2.91712
H4 -3.87002 -5.86405 1.68952
H5 0.78914 -7.46867 1.85637
H6 0.64747 -7.07222 3.46533
C4 1.99965 2.69397 0.86808
C5 0.89452 3.63563 0.40602
P1 0.20245 2.98895 -1.16052
C6 1.52891 3.08441 -2.36358
C7 2.14683 4.31482 -2.59945
C8 3.18610 4.39563 -3.51133
C9 3.60813 3.25913 -4.19248
C10 2.98936 2.03681 -3.97114
C11 1.94974 1.95201 -3.05738
C12 -1.17884 3.99384 -1.64866
C13 -2.16102 4.30178 -0.70064
C14 -3.23816 5.08551 -1.06673
C15 -3.34101 5.55621 -2.37160
C16 -2.37637 5.23645 -3.31601
C17 -1.29282 4.44797 -2.96286
P2 1.32776 0.99824 0.90226
C18 2.66103 -0.15049 1.22228
C19 3.70983 -0.21658 0.29952
C20 4.79348 -1.03985 0.55060
C21 4.83092 -1.79560 1.71763
C22 3.78602 -1.73583 2.62940
C23 2.69339 -0.91661 2.38536
C24 0.08249 0.96184 2.20089
C25 -1.07917 0.20894 1.99687
C26 -2.11691 0.26531 2.91605
C27 -1.99261 1.05217 4.05151
C28 -0.83052 1.78276 4.27448
C29 0.19958 1.74866 3.34836
H7 2.39416 2.95486 1.85058
H8 2.83915 2.70290 0.16853
H9 1.26679 4.64395 0.21590
H10 0.09123 3.71414 1.14053
H11 1.81271 5.21010 -2.08814
H12 3.66307 5.34810 -3.69803
H13 4.41530 3.33171 -4.90886
H14 3.30547 1.16136 -4.52242
H15 1.43963 0.99954 -2.92373
H16 -2.09628 3.92616 0.31477
H17 -4.00278 5.32613 -0.34136
H18 -4.18679 6.16807 -2.65450
H19 -2.46865 5.59780 -4.33082
H20 -0.54477 4.19622 -3.70368
H21 3.69395 0.39156 -0.60088
H22 5.61652 -1.08243 -0.14988
H23 5.68728 -2.42420 1.92193
H24 3.83188 -2.31303 3.54288
H25 1.88570 -0.85837 3.10438
H26 -1.17318 -0.47488 1.15287
H27 -3.02272 -0.30067 2.74441
H28 -2.80214 1.09683 4.76755
H29 -0.73192 2.38600 5.16678
H30 1.09115 2.33600 3.52831
B1 -4.55869 1.63886 -2.18595
C30 -3.12538 1.23164 -1.82855
N5 -2.03012 0.92102 -1.55401
H31 -4.46858 2.62654 -2.86947
H32 -5.10682 1.80881 -1.11969
H33 -5.01905 0.68697 -2.77568
S2 0.94991 -3.10907 -3.30688
C31 -0.72944 -3.06721 -2.99098
C32 -1.03255 -2.02418 -2.18501
N6 0.06509 -1.26829 -1.81561
C33 1.17492 -1.74593 -2.34810
H34 -1.40613 -3.78055 -3.43262
H35 -2.01989 -1.72925 -1.86585
H36 2.15029 -1.31574 -2.17038

Properties
Expectation value of S²: 6.05
Net charge: +3
HOMO-LUMO gap (alpha / beta) in hartree: 0.2787 / 0.1746
E_LUMO (alpha / beta) in eV: -8.2 / -11.0
Highest occupied orbital energy (alpha / beta) in hartree: -0.5806 / -0.5785
Multiplicity: 5


Entry 2:
Molecular formula: C33H36BrCrN3O5Sb2
Method: DFT, ωB97M-V/def2-TZVPD

Atoms and positions in Å:
Cr1 -0.19259 -0.06646 -0.21218
O1 3.55516 -3.63992 -1.45797
C1 4.26290 -2.62786 -0.91431
C2 5.65357 -2.72995 -0.91773
C3 6.42660 -1.73245 -0.35882
C4 5.83849 -0.60433 0.21055
C5 4.46394 -0.49192 0.19647
C6 3.66214 -1.49036 -0.36008
C7 2.20390 -1.30709 -0.37395
O2 1.74033 -0.12895 -0.09033
N1 1.45674 -2.34544 -0.63319
N2 0.12176 -1.92954 -0.71644
C8 -0.72391 -2.72815 -1.23705
C9 -2.12882 -2.38894 -1.40799
C10 -2.92676 -3.26873 -2.14427
C11 -4.26014 -3.01051 -2.37586
C12 -4.81633 -1.84663 -1.84591
C13 -4.05224 -0.97398 -1.10035
C14 -2.69620 -1.21981 -0.87138
O3 -2.01887 -0.33138 -0.14119
H1 2.60514 -3.42728 -1.35113
H2 6.09826 -3.60745 -1.36511
H3 7.50448 -1.83401 -0.36537
H4 6.44487 0.17233 0.65239
H5 3.97454 0.37827 0.61093
H6 -0.36459 -3.69509 -1.58406
H7 -2.46821 -4.16355 -2.54744
H8 -4.85852 -3.69391 -2.95991
H9 -5.85881 -1.61882 -2.01978
H10 -4.47433 -0.06992 -0.68394
C15 -3.47299 2.30790 0.93408
Sb1 -2.09331 3.85386 0.37843
C16 -0.22312 2.79637 0.53095
C17 -1.65894 2.96557 3.90108
C18 -0.29633 2.88243 4.15104
C19 0.53967 4.05754 4.15888
C20 1.87778 4.01619 4.45005
C21 2.52119 2.80633 4.77219
C22 1.75795 1.65299 4.74743
C23 0.40194 1.64873 4.42345
C24 -0.32751 0.36003 4.32947
Sb2 0.01607 -0.61299 2.43280
C25 -1.00177 -2.44814 2.84153
C26 1.95723 -1.32634 2.91572
H11 -4.15771 2.69039 1.68413
H12 -2.93379 1.45882 1.34049
H13 -4.02333 1.98596 0.04688
H14 0.55925 3.39565 0.06015
H15 -0.27015 1.87045 -0.04538
H16 0.03782 2.58820 1.56598
H17 -2.31413 2.11305 3.95620
H18 -2.12458 3.93665 3.77016
H19 0.06600 5.00701 3.93581
H20 2.44827 4.93943 4.44496
H21 3.57300 2.77462 5.02441
H22 2.23428 0.70371 4.98662
H23 -1.40237 0.45216 4.45881
H24 0.04972 -0.38857 5.03027
H25 -0.76919 -2.75835 3.85842
H26 -0.65867 -3.20961 2.13985
H27 -2.07732 -2.32813 2.72932
H28 1.90174 -1.81778 3.88587
H29 2.66253 -0.50049 2.96089
H30 2.28476 -2.04090 2.16123
Br1 -0.07312 -1.35885 -8.32201
C27 -0.73151 -0.63838 -6.69673
C28 -2.00024 -0.08078 -6.66565
N3 -2.52918 0.43626 -5.56262
C29 -1.78990 0.40784 -4.45448
C30 -0.50840 -0.12771 -4.39848
C31 0.03616 -0.66893 -5.55199
C32 0.28829 -0.17423 -3.10922
O4 1.37386 -0.71406 -3.09388
O5 -0.29910 0.41085 -2.11792
H31 -2.60532 -0.05446 -7.56335
H32 -2.22867 0.82546 -3.55842
H33 1.02806 -1.09710 -5.52122
C33 -2.28744 3.41646 -1.72523
H34 -1.40600 3.77529 -2.25682
H35 -3.17092 3.89675 -2.14076
H36 -2.35305 2.33464 -1.85793

Properties
Expectation value of S²: 0.76
Net charge: -1
HOMO-LUMO gap (alpha / beta) in hartree: 0.1391 / 0.1510
E_LUMO (alpha / beta) in eV: 1.3 / 1.6
Highest occupied orbital energy (alpha / beta) in hartree: -0.0929 / -0.0933
Multiplicity: 2


Entry 3:
Molecular formula: C33H36ClN3S
Method: DFT, ωB97M-V/def2-TZVPD

Atoms and positions in Å:
C1 5.17926 -4.85942 -3.90551
N1 3.76451 -4.71795 -4.16789
C2 3.36526 -5.39008 -5.37846
C3 2.93792 -3.95709 -3.39505
C4 1.55341 -3.81044 -3.68979
C5 0.75120 -2.99757 -2.90939
C6 1.28410 -2.22605 -1.85470
C7 0.43352 -1.27267 -1.15033
C8 0.92207 -0.49662 -0.10425
C9 0.15837 0.19952 0.86685
C10 0.80851 1.27442 1.61832
C11 2.01474 1.86799 1.15381
C12 2.64016 2.89096 1.84493
C13 2.00296 3.48162 2.96880
N2 2.59133 4.52954 3.63588
C14 1.80115 5.46542 4.41057
C15 4.03022 4.67255 3.77034
C16 0.76974 2.93863 3.40945
C17 0.28120 1.78020 2.82922
C18 -1.24302 -0.15379 1.10096
C19 -1.74711 -1.45326 0.82671
C20 -3.08870 -1.75817 0.92603
C21 -3.99942 -0.80405 1.44960
N3 -5.31871 -1.12296 1.62346
C22 -6.09651 -0.56222 2.70375
C23 -6.01706 -2.07198 0.77580
C24 -3.50346 0.46524 1.82719
C25 -2.17650 0.78975 1.59704
C26 2.65815 -2.38654 -1.54680
C27 3.44737 -3.26692 -2.26208
H1 5.38285 -4.91371 -2.82721
H2 5.51982 -5.79054 -4.38474
H3 5.76576 -4.01538 -4.31651
H4 2.31269 -5.21364 -5.60492
H5 3.97346 -5.04883 -6.22776
H6 3.53012 -6.47362 -5.27924
H7 1.11591 -4.34907 -4.52082
H8 -0.31646 -2.90939 -3.12992
H9 -0.64526 -1.34735 -1.34249
H10 1.99836 -0.33465 -0.08582
H11 2.46505 1.54092 0.21404
H12 3.59838 3.28731 1.50496
H13 0.76809 5.45939 4.04608
H14 1.79391 5.20434 5.48246
H15 2.21578 6.47826 4.29497
H16 4.54540 3.89803 3.19555
H17 4.35529 5.66064 3.40999
H18 4.33090 4.58085 4.82854
H19 0.24249 3.39875 4.25152
H20 -0.54252 1.27180 3.32665
H21 -1.05936 -2.24219 0.52023
H22 -3.43398 -2.75206 0.64616
H23 -5.42605 -0.11560 3.44515
H24 -6.79141 0.21636 2.35831
H25 -6.68033 -1.34951 3.20280
H26 -5.35665 -2.40975 -0.02975
H27 -6.35218 -2.95099 1.35134
H28 -6.90716 -1.60414 0.31784
H29 -4.17984 1.20914 2.24891
H30 -1.87165 1.81901 1.79063
H31 3.12380 -1.81728 -0.73935
H32 4.47862 -3.42485 -1.95702
Cl1 -0.73010 4.76718 -0.05217
C28 -1.38559 3.41396 -0.89594
C29 -2.76316 3.15060 -0.83451
C30 -3.26895 2.05344 -1.55891
C31 -2.42126 1.17996 -2.21727
C32 -1.03279 1.46607 -2.29829
S1 0.02911 0.44139 -3.08781
C33 -0.53641 2.63971 -1.67257
H33 -3.41820 3.80446 -0.26522
H34 -4.34581 1.89692 -1.60268
H35 -2.79367 0.26535 -2.69305
H36 0.50833 2.91069 -1.78662

Properties
Net charge: 0
HOMO-LUMO gap in hartree: 0.1937
E_LUMO in eV: -0.9
Highest occupied orbital energy in hartree: -0.2252
Multiplicity: 1


Entry 4:
Molecular formula: C33H36F3GeNO6SbSeZn
Method: DFT, ωB97M-V/def2-TZVPD

Atoms and positions in Å:
Zn1 0.63176 -0.12228 -0.51980
O1 -2.65123 -4.94911 1.18223
C1 -1.91920 -3.84528 0.89824
C2 -2.47286 -2.56719 0.94654
C3 -1.66753 -1.49381 0.62639
N1 -0.39383 -1.66961 0.30063
C4 0.14186 -2.88302 0.21924
C5 -0.58885 -4.01395 0.51848
C6 1.56810 -2.89411 -0.36081
O2 2.19690 -3.94706 -0.33440
O3 1.92329 -1.76716 -0.84248
C7 -2.16792 -0.05088 0.46880
O4 -3.30206 0.21591 0.85517
O5 -1.32025 0.71629 -0.09460
H1 -3.54729 -4.68733 1.41033
H2 -3.51161 -2.39715 1.20435
H3 -0.13930 -4.99390 0.44570
C8 3.94267 1.12746 -0.94110
C9 2.72208 2.03866 -0.71395
C10 2.29663 2.70328 -2.02482
O6 1.65470 1.36974 -0.10788
H4 4.86725 1.67550 -0.74547
H5 3.97688 0.75514 -1.96644
H6 3.89707 0.26139 -0.28129
H7 3.02365 2.83591 -0.01828
H8 1.81004 1.96124 -2.66428
H9 3.16843 3.09892 -2.55229
H10 1.58963 3.51334 -1.83735
C11 0.92384 -0.03692 -6.37913
Ge1 1.76105 -1.42387 -5.26042
C12 3.46791 -0.84634 -4.48604
C13 1.99655 -3.05426 -6.35593
C14 0.50898 -1.82521 -3.77314
Se1 -0.27582 -0.20698 -2.98402
C15 -2.05563 -0.94191 -2.70415
H11 1.59465 0.31105 -7.16526
H12 0.64080 0.80895 -5.75447
H13 0.02089 -0.43613 -6.84391
H14 4.05942 -0.26901 -5.19660
H15 4.04823 -1.70860 -4.15868
H16 3.26312 -0.22972 -3.61186
H17 2.64387 -2.83668 -7.20705
H18 1.03643 -3.40408 -6.73693
H19 2.45226 -3.85557 -5.77391
H20 1.03493 -2.34492 -2.97423
H21 -0.32421 -2.43672 -4.11798
H22 -2.50724 -1.15612 -3.66988
H23 -2.63732 -0.19445 -2.17143
H24 -1.97973 -1.85046 -2.11104
F1 -2.05589 4.82548 7.25176
C16 -1.50018 4.29478 6.13344
C17 -1.62430 4.97221 4.93929
C18 -1.05681 4.41397 3.79870
C19 -0.37231 3.20275 3.84321
C20 -0.27440 2.55698 5.07492
C21 -0.82743 3.09330 6.22928
Sb1 0.40686 2.13710 2.06638
C22 2.43595 2.47581 2.78153
C23 3.40652 1.54222 2.42607
C24 4.72587 1.67752 2.83635
C25 5.05886 2.76709 3.61382
F2 6.34395 2.91711 4.01640
C26 4.12701 3.70722 4.00307
C27 2.81032 3.54733 3.58759
C28 0.22342 3.89856 0.82063
C29 -0.84170 3.93627 -0.07741
C30 -1.00483 5.00493 -0.94973
C31 -0.08388 6.03105 -0.91309
F3 -0.23017 7.07573 -1.76298
C32 0.98665 6.02656 -0.04305
C33 1.13224 4.95099 0.82543
H25 -2.15443 5.91584 4.90841
H26 -1.14514 4.94097 2.85469
H27 0.26002 1.61274 5.13746
H28 -0.74812 2.59554 7.18753
H29 3.12682 0.70522 1.79792
H30 5.48551 0.95754 2.55970
H31 4.43063 4.54465 4.61851
H32 2.06312 4.26051 3.91728
H33 -1.54132 3.10825 -0.10747
H34 -1.82435 5.04392 -1.65604
H35 1.68750 6.85165 -0.05030
H36 1.97673 4.94012 1.50209

Properties
Net charge: -1
HOMO-LUMO gap in hartree: 0.2815
E_LUMO in eV: 2.1
Highest occupied orbital energy in hartree: -0.2028
Multiplicity: 1


Question: Which formula does entry 2 have?
Answer: C33H36BrCrN3O5Sb2


Question: What is the formula in the fourth record?
Answer: C33H36F3GeNO6SbSeZn


Question: Which of these has the highest multiplicity?
Answer: C33H36BN6P2RuS2